--- w ---
A gas-phase ion, C8H9N2S (charge +1). Source: the OMol25 dataset; level of theory: wB97M-V/def2-TZVPD.

Each line ends with the natural charge from an NBO analysis.
Atoms and positions in Å:
C -0.562 2.653 -1.608  0.059
N -0.741 1.609 -2.441  -0.488
C -0.055 0.290 -2.147  -0.254
C 0.886 0.315 -0.847  -0.337
C 0.449 -0.475 0.465  -0.037
C 1.384 -0.388 1.724  -0.273
C 0.917 -1.155 2.982  0.059
N -0.256 -1.948 3.140  -0.387
C -1.081 -2.008 1.981  0.062
C -0.857 -1.316 0.617  -0.277
S 0.596 2.108 -0.303  0.375
H -1.023 3.696 -1.661  0.301
H -1.370 1.796 -3.245  0.453
H 0.329 -0.178 -3.117  0.274
H -0.969 -0.377 -1.924  0.245
H 2.016 0.330 -1.087  0.286
H 2.351 0.208 1.747  0.247
H 1.619 -1.099 3.894  0.231
H -2.032 -2.653 2.067  0.230
H -1.600 -1.409 -0.237  0.231

Kohn-Sham gap (eV): 7.590
HOMO energy (Eh): -0.457
Net charge: +1



--- x ---
A gas-phase ion, C8H9N2S (charge +1). Source: the OMol25 dataset; level of theory: wB97M-V/def2-TZVPD.

Each line ends with the natural charge from an NBO analysis.
Atoms and positions in Å:
C -2.070 1.615 0.185  -0.267
C -3.346 1.145 0.252  -0.282
C 0.377 -1.140 -0.548  0.039
C -1.041 0.657 0.043  -0.124
C 0.239 0.450 -0.302  0.081
C -1.706 -0.651 -0.074  0.124
C 2.554 -1.760 0.354  0.149
C 1.461 1.330 -0.234  -0.681
N -0.997 -1.671 -0.395  -0.461
N 1.254 -1.755 0.426  -0.362
S -3.429 -0.589 0.110  0.421
H -1.784 2.709 0.152  0.249
H -4.362 1.539 0.271  0.267
H 0.841 -1.281 -1.487  0.228
H 3.110 -2.042 1.154  0.227
H 2.905 -1.486 -0.541  0.206
H 2.184 1.154 -0.904  0.224
H 1.842 1.336 0.700  0.236
H 1.357 2.443 -0.292  0.268
H 0.610 -2.005 1.131  0.457

Kohn-Sham gap (eV): 6.426
HOMO energy (Eh): -0.434
SMILES: C=[NH+][C@H]1N=c2sccc2=C1C
Net charge: +1



Which structure is most stable? x, by 1.409 eV over the runner-up.



--- w ---
2 unconnected molecules or ions with the total composition CHF4NOS. Source: the OMol25 dataset; level of theory: wB97M-V/def2-TZVPD.

Each line ends with the natural charge from an NBO analysis.
Atoms and positions in Å:
C 0.952 -0.395 -0.338  0.935
N -1.826 -0.067 -0.403  -0.879
O -0.686 -0.118 2.017  -0.866
F 2.030 -0.059 0.265  -0.271
F 0.720 -1.708 -0.269  -0.306
F 0.948 0.061 -1.531  -0.269
F 1.250 2.473 -0.311  -0.193
S -0.726 0.367 0.670  1.462
H -2.662 -0.555 -0.100  0.388

Kohn-Sham gap (spin up / spin down) (eV): 8.666 / 5.409
HOMO energy (spin up / spin down) (Eh): -0.416 / -0.352



--- x ---
2 unconnected molecules or ions with the total composition CHF4NOS. Source: the OMol25 dataset; level of theory: wB97M-V/def2-TZVPD.

Each line ends with the natural charge from an NBO analysis.
Atoms and positions in Å:
C 0.896 -0.908 -0.403  0.959
N -1.575 0.221 -0.457  -0.875
O -0.456 0.130 1.802  -0.822
F 2.050 -0.677 0.279  -0.280
F 0.457 -2.136 -0.252  -0.250
F 0.994 -0.457 -1.622  -0.254
F 0.379 3.431 0.117  -0.598
S -0.375 0.465 0.462  1.727
H -2.371 -0.069 0.074  0.393

Kohn-Sham gap (spin up / spin down) (eV): 5.074 / 5.119
HOMO energy (spin up / spin down) (Eh): -0.360 / -0.361



Which structure is most stable? w, by 1.059 eV over the runner-up.



--- w ---
2 unconnected molecules or ions with the total composition C3H6N3. Source: the OMol25 dataset; level of theory: wB97M-V/def2-TZVPD.

Each line ends with the natural charge from an NBO analysis.
Atoms and positions in Å:
C 0.056 1.757 0.171  -0.310
C -0.143 1.295 -1.098  0.064
C 0.032 0.610 1.016  0.080
N -0.337 -0.060 -1.123  -0.311
N -0.087 -0.479 0.257  0.013
N -0.278 -1.656 0.719  -0.550
H 0.084 2.852 0.486  0.291
H -0.261 1.913 -1.931  0.260
H 0.190 0.465 2.148  0.276
H -0.144 -0.638 -1.887  0.444
H -0.546 -1.823 1.598  0.395
H 0.980 -2.514 0.597  0.348

Kohn-Sham gap (eV): 9.354
HOMO energy (Eh): -0.528
Net charge: +1



--- x ---
2 unconnected molecules or ions with the total composition C3H6N3. Source: the OMol25 dataset; level of theory: wB97M-V/def2-TZVPD.

Each line ends with the natural charge from an NBO analysis.
Atoms and positions in Å:
C 1.512 0.356 -0.990  0.202
C -0.408 0.800 -0.110  0.615
C -0.951 -1.515 0.616  -0.426
N 1.021 -0.762 -0.542  -0.178
N 0.642 1.364 -0.734  -0.558
N -0.164 -0.487 0.006  -0.199
H 2.462 0.451 -1.477  0.262
H -1.413 2.800 1.896  0.053
H -0.720 -2.461 0.130  0.263
H -0.707 -1.599 1.677  0.248
H -2.010 -1.286 0.511  0.247
H 0.735 2.338 -0.985  0.472

Kohn-Sham gap (spin up / spin down) (eV): 12.182 / 7.333
HOMO energy (spin up / spin down) (Eh): -0.595 / -0.557
Net charge: +1



--- y ---
A gas-phase ion, C3H6N3 (charge +1). Source: the OMol25 dataset; level of theory: wB97M-V/def2-TZVPD.

Each line ends with the natural charge from an NBO analysis.
Atoms and positions in Å:
C -1.734 0.077 0.945  -0.091
C -0.719 0.018 -0.138  -0.295
C 1.544 -0.029 -0.793  -0.418
N 0.961 -0.208 1.498  0.294
N -1.721 0.101 2.180  -0.032
N 0.636 0.003 0.401  -0.047
H -2.644 0.146 0.443  0.253
H -0.750 -1.010 -0.576  0.288
H -0.839 0.910 -0.783  0.288
H 1.010 -0.030 -1.689  0.242
H 2.168 0.873 -0.688  0.270
H 2.088 -0.852 -0.801  0.247

Kohn-Sham gap (spin up / spin down) (eV): 10.971 / 7.443
HOMO energy (spin up / spin down) (Eh): -0.615 / -0.548
Net charge: +1



--- z ---
2 unconnected molecules or ions with the total composition C3H6N3. Source: the OMol25 dataset; level of theory: wB97M-V/def2-TZVPD.

Each line ends with the natural charge from an NBO analysis.
Atoms and positions in Å:
C -2.412 -1.079 0.447  0.236
C 1.778 -1.009 -0.113  -0.458
C 0.140 0.831 -0.234  0.786
N -1.685 -0.160 0.408  -0.435
N 0.949 0.012 -0.418  -0.286
N -0.477 1.973 -0.295  -0.774
H -3.232 -1.742 0.340  0.265
H 2.794 -0.728 -0.551  0.266
H 1.321 -1.932 -0.548  0.255
H 1.904 -1.079 1.081  0.251
H -1.237 2.172 0.327  0.455
H 0.159 2.741 -0.444  0.439

Kohn-Sham gap (eV): 11.890
HOMO energy (Eh): -0.565
Net charge: +1



Which structure is most stable? z, by 2.339 eV over the runner-up.



--- w ---
5 unconnected molecules or ions with the total composition C2H15NO4. Source: the OMol25 dataset; level of theory: wB97M-V/def2-TZVPD.

Each line ends with the natural charge from an NBO analysis.
Atoms and positions in Å:
C 1.011 -2.277 -0.864  -0.409
N -0.221 -2.358 -0.128  -0.639
C -0.119 -2.580 1.317  -0.433
H 1.576 -1.361 -0.585  0.180
H 1.596 -3.108 -0.413  0.159
H 0.948 -2.244 -1.914  0.215
H -0.793 -3.099 -0.510  0.355
H 0.689 -3.487 1.520  0.157
H -1.179 -3.030 1.741  0.209
H -0.016 -1.621 1.982  0.205
H -1.562 1.109 0.137  0.471
H -0.153 0.776 -0.043  0.467
O -0.934 1.063 -0.542  -0.938
H 2.656 3.591 -0.238  0.475
H 1.402 4.335 -0.885  0.477
O 2.042 4.303 -0.110  -0.952
H 0.966 1.211 -1.942  0.490
H 1.609 1.575 -3.366  0.474
O 1.747 1.123 -2.559  -0.964
H -3.728 0.563 2.307  0.468
H -3.836 -0.191 3.647  0.474
O -3.352 -0.161 2.804  -0.941

Kohn-Sham gap (eV): 8.977
HOMO energy (Eh): -0.314
SMILES: CNC.O.O.O.O



--- x ---
5 unconnected molecules or ions with the total composition C2H15NO4. Source: the OMol25 dataset; level of theory: wB97M-V/def2-TZVPD.

Each line ends with the natural charge from an NBO analysis.
Atoms and positions in Å:
C 2.235 -0.353 -2.113  -0.408
N 1.889 0.931 -1.503  -0.663
C 1.146 1.836 -2.394  -0.427
H 1.342 -0.712 -2.620  0.196
H 3.020 -0.206 -2.864  0.172
H 2.572 -1.063 -1.364  0.209
H 2.661 1.488 -1.175  0.367
H 1.045 1.432 -3.402  0.191
H 1.659 2.807 -2.438  0.193
H 0.167 2.159 -2.014  0.188
H -0.753 0.097 0.500  0.460
H 0.409 0.957 0.026  0.499
O -0.142 0.776 0.805  -0.975
H -2.648 -3.057 1.453  0.475
H -4.064 -3.483 1.460  0.461
O -3.191 -3.817 1.696  -0.936
H -4.024 -0.238 1.243  0.470
H -2.610 0.104 1.414  0.470
O -3.201 -0.653 1.534  -0.940
H 0.322 0.332 3.328  0.479
H 1.423 0.664 4.295  0.462
O 0.745 -0.001 4.132  -0.941

Kohn-Sham gap (eV): 9.849
HOMO energy (Eh): -0.347
SMILES: CNC.O.O.O.O



Which structure is most stable? x, by 1.157 eV over the runner-up.